{"formula": "C30H28N6PtSSe", "method": "ωB97M-V/def2-TZVPD", "multiplicity": 1, "gap_ev": 7.100, "homo_energy_ha": -0.267, "charge": 0, "de_lowest_ev": 1.250, "total_energy_ev": -119934.728, "species": ["Pt", "C", "C", "C", "C", "C", "C", "C", "N", "C", "N", "C", "C", "C", "C", "C", "C", "C", "N", "C", "C", "C", "C", "C", "C", "C", "H", "H", "H", "H", "H", "H", "H", "H", "H", "H", "H", "H", "H", "H", "H", "H", "H", "H", "H", "H", "H", "H", "Se", "C", "N", "N", "C", "N", "C", "C", "C", "C", "C", "C", "S", "H", "H", "H", "H", "H", "H"], "coordinates": [[0.357712, 0.066346, 0.353911], [-1.069930, -6.376859, -2.166167], [-0.730109, -5.560982, -3.382911], [-0.687179, -6.131155, -4.647473], [-0.392798, -5.376070, -5.773383], [-0.164038, -4.017212, -5.641229], [-0.208154, -3.423355, -4.389861], [-0.464374, -4.191173, -3.254927], [-0.510816, -3.624709, -1.965769], [-0.003384, -2.393277, -1.584623], [1.238451, -2.152427, -2.046741], [2.038570, -0.993347, -2.003583], [1.802279, 0.054091, -1.122090], [2.612508, 1.184160, -1.203945], [3.642480, 1.267704, -2.124092], [3.887939, 0.196484, -2.969186], [3.101763, -0.942935, -2.922981], [3.388963, -2.093023, -3.855869], [-0.644348, -1.633680, -0.755145], [-1.986367, -1.935020, -0.417015], [-2.964921, -2.071738, -1.403478], [-4.263904, -2.411773, -1.065007], [-4.603718, -2.595314, 0.267023], [-3.646452, -2.408821, 1.252312], [-2.334602, -2.083871, 0.931388], [-1.285023, -1.910444, 1.980719], [-1.164750, -7.430216, -2.420440], [-2.021399, -6.051705, -1.733885], [-0.300994, -6.270986, -1.398174], [-0.885450, -7.191439, -4.747147], [-0.353375, -5.846595, -6.746721], [0.035008, -3.409178, -6.514193], [-0.067501, -2.354138, -4.297094], [-1.249968, -3.968187, -1.372955], [1.617708, -2.903895, -2.597259], [2.437539, 2.017158, -0.534715], [4.260761, 2.154261, -2.180305], [4.701481, 0.247080, -3.682965], [4.263594, -1.866855, -4.462083], [2.555032, -2.284819, -4.535492], [3.603741, -3.016204, -3.308464], [-2.696603, -1.900748, -2.439659], [-5.009553, -2.530198, -1.840433], [-5.612535, -2.877857, 0.538406], [-3.912136, -2.533286, 2.295417], [-1.702107, -1.655272, 2.951764], [-0.613171, -1.097099, 1.653113], [-0.658547, -2.797641, 2.087669], [1.610247, 1.278565, 2.190721], [0.686478, 0.437195, 3.496890], [0.096315, -0.057905, 4.360958], [-2.065030, 1.827538, 2.270226], [-2.082298, 2.169431, 0.971917], [-1.398304, 1.580915, 0.035042], [-1.651975, 2.136807, -1.211472], [-1.075347, 1.752685, -2.418402], [-1.427855, 2.426798, -3.574137], [-2.347673, 3.472659, -3.551215], [-2.934187, 3.864559, -2.359836], [-2.577834, 3.191104, -1.203387], [-3.130104, 3.475649, 0.426327], [-1.347394, 1.205912, 2.610086], [-2.538937, 2.401466, 2.942183], [-0.350681, 0.951724, -2.423981], [-0.976909, 2.139408, -4.515435], [-2.605905, 3.984886, -4.468463], [-3.652758, 4.673027, -2.326873]], "forces_ev_per_angstrom": [[0.6, -1.2, -2.0], [0.0, 0.1, -0.1], [0.0, 0.0, 0.1], [0.0, 0.1, 0.0], [0.0, 0.0, 0.0], [0.0, 0.0, 0.0], [-0.1, 0.0, 0.1], [0.1, 0.0, -0.3], [0.0, 0.0, 0.1], [0.1, -0.4, 0.1], [0.0, -0.2, 0.0], [-0.1, 0.3, -0.1], [-0.2, 0.0, 1.7], [0.1, 0.1, -0.1], [-0.1, 0.0, -0.1], [0.0, 0.0, 0.0], [-0.1, 0.1, -0.1], [0.0, 0.1, 0.1], [0.8, 1.5, 0.3], [-0.5, 0.0, 0.0], [0.1, 0.1, 0.0], [0.0, 0.0, 0.0], [0.0, 0.0, 0.0], [0.0, -0.1, 0.0], [0.1, -0.1, -0.2], [-0.1, 0.0, 0.0], [0.0, 0.0, 0.0], [0.0, -0.1, 0.1], [0.0, 0.0, 0.0], [0.0, 0.0, 0.0], [0.0, 0.0, 0.0], [0.0, 0.0, 0.0], [0.0, 0.0, 0.0], [0.0, 0.1, 0.0], [0.0, -0.1, 0.0], [0.0, 0.0, 0.0], [0.0, 0.0, 0.0], [0.0, 0.0, 0.0], [0.0, 0.0, 0.0], [0.0, -0.1, 0.0], [0.0, 0.0, 0.0], [0.0, 0.0, 0.0], [0.0, 0.0, 0.0], [0.0, 0.0, 0.0], [0.0, 0.0, 0.0], [0.0, 0.0, 0.0], [-0.1, -0.3, 0.6], [0.0, 0.0, 0.0], [0.3, 0.1, -1.3], [-0.2, -0.3, 0.6], [-0.1, 0.0, -0.1], [-0.1, -0.1, 0.0], [-0.1, 0.2, -0.4], [-0.6, 0.1, 0.7], [-0.2, 0.2, 0.0], [0.0, 0.0, 0.1], [0.0, 0.0, -0.1], [0.0, 0.0, 0.0], [0.0, 0.0, 0.0], [0.1, -0.1, 0.1], [0.1, -0.1, 0.0], [0.0, 0.0, 0.1], [0.0, 0.0, 0.1], [0.0, 0.0, 0.0], [0.0, 0.0, 0.0], [0.0, 0.0, 0.0], [0.0, 0.0, 0.0]]}